Entry 1:
ORCA calculation (ωB97M-V/def2-TZVPD) on a structure of composition C47H50AsMnN5OP2S2.

```
109
Properties=species:S:1:pos:R:3:forces:R:3:mulliken_charge:R:1
Mn 0.403729 -0.210432 0.264409 0.5 -0.3 0.4 1.10
O -0.675151 3.140064 -2.378074 -0.1 -0.3 0.2 -1.03
S -1.220120 1.951242 -1.641627 0.7 0.2 0.1 1.40
C -2.613131 2.519338 -0.680356 -0.1 0.2 -0.1 0.10
C -3.456590 3.458017 -1.262138 0.0 0.0 0.0 -0.65
C -4.567342 3.901695 -0.566313 0.0 0.0 0.0 -0.94
C -4.822855 3.403012 0.704811 0.0 0.0 0.0 -0.96
C -3.942930 2.508477 1.299213 0.0 0.1 0.0 -0.75
C -2.803988 2.063936 0.624828 0.0 0.0 0.0 -0.13
P -1.507691 1.112551 1.526599 -0.1 0.6 0.1 2.62
C -2.456117 0.431418 2.929138 -0.1 -0.2 -0.2 0.17
C -3.384896 -0.568922 2.629811 0.0 -0.1 0.0 -0.32
C -4.159439 -1.135112 3.629460 0.0 0.0 0.0 -0.73
C -4.003437 -0.713651 4.946053 0.0 0.0 0.0 -0.70
C -3.071198 0.267490 5.252551 0.1 0.0 0.0 -0.84
C -2.297775 0.843383 4.247521 -0.1 0.0 0.1 -0.28
C -0.505812 2.453797 2.276338 -0.1 -0.1 0.1 0.68
C 0.695157 2.087139 2.891729 -0.1 0.1 0.0 -0.11
C 1.472591 3.026104 3.550342 0.0 0.0 0.0 -0.68
C 1.060999 4.355161 3.590924 0.0 0.0 0.0 -0.95
C -0.117466 4.734095 2.966538 -0.1 0.0 -0.1 -0.77
C -0.902168 3.787195 2.311249 0.0 0.1 0.0 -0.55
C -2.081653 0.927030 -2.809503 -0.1 -0.1 -0.1 -0.04
C -2.826747 1.542160 -3.809796 0.0 0.0 0.1 -0.52
C -3.563975 0.766552 -4.681724 -0.1 -0.1 -0.1 -0.96
C -3.569715 -0.616964 -4.536875 0.0 0.0 0.0 -0.92
C -2.787016 -1.223881 -3.568166 0.0 0.0 0.0 -0.86
C -1.996463 -0.463130 -2.702165 0.0 0.0 0.0 0.41
P -0.678691 -1.325393 -1.727296 -0.4 -0.1 -0.6 2.28
C -1.480810 -2.900136 -1.293273 0.0 0.0 0.1 0.55
C -0.853324 -4.132074 -1.458057 0.0 0.0 0.0 -0.95
C -1.468776 -5.294410 -1.005989 0.0 0.0 0.0 -0.77
C -2.707842 -5.231256 -0.381774 0.0 0.0 0.0 -0.81
C -3.333339 -4.002860 -0.201369 0.0 0.0 0.0 -0.74
C -2.719833 -2.842813 -0.650593 0.0 0.0 0.0 -0.77
C 0.531126 -1.644818 -3.047489 0.1 0.1 0.1 0.91
C 1.646832 -0.807425 -3.084810 -0.1 -0.1 -0.1 -0.13
C 2.574679 -0.912985 -4.114071 0.0 0.0 0.0 -0.64
C 2.394645 -1.865534 -5.104932 0.0 0.0 0.0 -0.75
C 1.279101 -2.697859 -5.078904 0.0 0.0 0.0 -0.82
C 0.345697 -2.585940 -4.060592 0.0 0.0 0.0 -0.28
H -3.232784 3.847247 -2.248401 0.0 0.0 0.1 0.46
H -5.231108 4.633336 -1.013456 0.0 -0.1 0.0 0.45
H -5.698786 3.732754 1.251722 0.1 0.0 0.0 0.45
H -4.133972 2.179302 2.312168 0.0 0.0 0.0 0.54
H -3.505071 -0.905389 1.603108 0.0 0.0 0.1 0.24
H -4.883817 -1.904205 3.385830 0.0 0.1 0.0 0.45
H -4.612466 -1.147207 5.729690 0.0 0.0 0.0 0.40
H -2.946250 0.597281 6.277630 0.0 0.0 -0.1 0.45
H -1.581315 1.612453 4.505000 0.0 0.1 0.0 0.45
H 1.035556 1.058363 2.849474 0.0 -0.1 0.0 0.07
H 2.399452 2.727555 4.027799 -0.1 0.0 0.0 0.49
H 1.662360 5.092490 4.111471 -0.1 -0.1 0.0 0.42
H -0.441008 5.768855 2.998817 0.0 -0.1 0.0 0.46
H -1.824695 4.098232 1.835361 0.0 0.0 0.0 0.37
H -2.815004 2.620897 -3.909475 0.0 -0.1 0.0 0.47
H -4.137977 1.237109 -5.470723 0.0 0.0 0.0 0.44
H -4.168385 -1.227335 -5.201363 0.0 0.0 0.0 0.47
H -2.776682 -2.304533 -3.496321 0.0 0.0 0.0 0.46
H 0.116242 -4.192062 -1.938544 0.0 0.0 0.0 0.38
H -0.980006 -6.252049 -1.146431 0.0 0.1 0.0 0.48
H -3.191368 -6.140546 -0.043593 0.0 0.1 0.0 0.43
H -4.303793 -3.953186 0.280973 0.1 0.0 0.0 0.49
H -3.214321 -1.885506 -0.516435 0.0 0.0 0.0 0.61
H 1.779204 -0.055857 -2.315810 0.0 0.0 0.0 -0.21
H 3.434832 -0.252049 -4.140595 -0.1 -0.1 0.0 0.54
H 3.120249 -1.960649 -5.904155 -0.1 0.0 0.0 0.43
H 1.132316 -3.431592 -5.862275 0.0 0.0 0.0 0.47
H -0.525652 -3.230056 -4.066449 0.0 0.0 0.0 0.33
N 3.102497 5.874537 -0.230560 0.0 0.0 0.0 -0.40
C 2.408784 4.809085 -0.634164 0.0 -0.3 0.0 0.57
N 1.579801 4.922183 -1.664197 0.0 -0.2 -0.2 -0.21
N 2.611315 3.683802 0.046912 0.1 -0.1 0.2 -0.56
C 2.018293 2.556187 -0.079392 0.1 0.1 0.0 -0.35
N 1.607311 1.461380 -0.058046 -0.3 0.4 -0.1 0.46
H 3.066652 6.752411 -0.716006 0.0 0.0 0.0 0.19
H 3.748025 5.763128 0.530178 0.0 0.0 0.0 0.24
H 1.518221 5.781387 -2.181790 -0.1 0.0 0.0 0.23
H 1.094570 4.108369 -2.034430 -0.3 0.2 0.1 0.13
C 4.335486 0.216251 2.236769 0.0 0.0 0.0 -1.26
C 3.810240 -1.195823 1.986113 0.0 0.2 0.0 -0.69
As 2.980855 -1.439939 0.235829 -0.1 0.0 -0.2 1.02
C 3.119908 -3.393623 0.116551 0.1 0.0 0.0 -0.37
C 4.515197 -3.936574 -0.172715 0.0 -0.1 0.0 -1.42
C 4.439785 -0.926779 -0.972225 -0.1 0.3 0.0 -1.02
C 4.548309 0.555942 -1.332761 0.0 -0.1 0.0 -1.17
H 4.640458 0.326458 3.278351 0.0 0.0 0.0 0.45
H 3.581895 0.979830 2.023202 0.0 0.0 0.0 0.20
H 5.208317 0.430628 1.621553 0.0 0.0 0.0 0.30
H 3.045547 -1.457292 2.717023 -0.1 0.0 0.1 0.32
H 4.605792 -1.932480 2.076374 0.1 0.0 0.0 0.61
H 2.412434 -3.724961 -0.645004 0.0 0.0 -0.1 -0.01
H 2.757264 -3.765524 1.074679 0.0 -0.1 0.1 0.43
H 4.868084 -3.646507 -1.161983 0.0 0.0 0.0 0.31
H 4.506861 -5.028777 -0.134878 0.0 0.1 0.0 0.43
H 5.247259 -3.591915 0.559911 0.0 0.0 0.0 0.28
H 4.301589 -1.522677 -1.872218 0.0 0.0 -0.1 0.56
H 5.354597 -1.272287 -0.494873 0.1 0.0 0.0 0.64
H 3.650289 0.925628 -1.828389 0.0 0.0 0.0 0.04
H 5.389467 0.707300 -2.012141 0.0 0.0 0.0 0.45
H 4.714070 1.185675 -0.457606 0.0 0.0 0.0 0.26
S -0.684242 -3.059915 4.011528 -0.1 0.0 0.2 -0.12
C -0.376882 -3.942238 2.584288 0.0 -0.1 0.1 -0.47
C 0.122087 -3.114521 1.639766 0.1 0.3 0.0 -1.13
N 0.249192 -1.789100 2.021361 -0.3 -0.1 -0.2 1.22
C -0.149274 -1.641663 3.262148 0.2 0.0 0.1 -0.59
H -0.563387 -5.004980 2.513578 0.0 0.2 0.0 0.49
H 0.431549 -3.416887 0.654700 0.0 0.0 -0.1 0.33
H -0.122234 -0.703630 3.801920 0.0 -0.1 -0.1 0.32
```
Forces are in eV/Å.

Properties
* HOMO level (alpha / beta): -0.4646 / -0.4864 hartree
* total charge: +2
* 2S+1: 6
* expectation value of S²: 8.756

=====

Entry 2:
ORCA calculation (ωB97M-V/def2-TZVPD) on a structure of composition C47H50BaN2O2S2.

```
104
Properties=species:S:1:pos:R:3:forces:R:3:mulliken_charge:R:1
Ba -0.041631 0.575390 -0.816458 0.4 -0.4 0.1 1.76
C -0.773597 -4.183528 0.862378 0.0 0.0 0.0 -1.82
C -0.364370 -3.168213 1.896845 0.0 0.0 -0.1 -0.01
C -1.282208 -2.721625 2.839077 -0.1 -0.1 -0.1 0.18
C -0.914320 -1.835591 3.839569 0.1 0.2 0.1 0.73
C -1.907975 -1.431469 4.893158 0.0 0.0 0.0 -1.57
C 0.390826 -1.352947 3.857720 0.0 0.1 0.0 -0.17
C 1.333239 -1.773292 2.922034 0.0 0.2 0.2 -0.38
C 2.758725 -1.299128 3.006837 0.0 0.0 0.0 -1.53
C 0.943594 -2.692624 1.960783 -0.1 -0.1 -0.1 -0.33
H -1.416312 -3.736268 0.097443 0.0 0.0 0.0 0.16
H -1.337904 -4.999154 1.314315 0.0 0.0 0.0 0.48
H 0.093682 -4.626613 0.370585 0.0 0.0 0.0 0.45
H -2.292094 -3.114360 2.824065 0.0 0.0 0.0 0.51
H -1.409180 -1.210257 5.836410 0.0 0.0 0.0 0.48
H -2.629866 -2.227377 5.071910 0.0 0.0 0.0 0.46
H -2.474622 -0.547731 4.587952 0.0 0.0 0.0 0.02
H 0.695740 -0.666528 4.641386 0.0 0.0 0.0 0.58
H 3.264014 -1.747881 3.863430 0.0 0.0 0.0 0.35
H 2.810459 -0.216627 3.135311 0.0 0.0 0.0 0.32
H 3.327489 -1.570799 2.116854 0.0 0.0 0.0 0.36
H 1.694796 -3.116534 1.303921 0.0 0.0 -0.1 1.00
C 1.686643 4.517296 6.897783 0.0 0.0 0.0 -1.51
C 0.928160 3.754892 5.852470 0.0 0.0 0.0 0.96
C 0.047557 2.738412 6.218925 0.0 0.0 0.0 -0.92
C -0.671171 2.038155 5.265260 0.0 0.0 0.0 -0.41
C -0.515962 2.370209 3.926889 -0.1 0.0 -0.1 -0.15
C 0.357840 3.372431 3.530396 0.0 0.0 0.0 -0.48
C 1.076683 4.054160 4.497808 0.0 0.0 0.0 -0.86
S -1.471910 1.484159 2.730947 0.1 0.0 0.0 1.79
O -0.684281 1.589064 1.424618 0.1 0.0 -0.1 -0.76
C -2.899714 2.547809 2.524844 0.0 0.0 0.1 0.83
C -3.053571 3.759089 3.231936 -0.1 0.0 0.0 -0.79
C -4.191201 4.493798 3.059504 0.1 0.0 0.1 -1.53
C -5.229031 4.056964 2.207186 0.0 0.0 0.0 0.79
C -6.415325 4.815205 2.037985 0.0 0.0 0.0 -1.05
C -7.412570 4.366152 1.224213 0.0 0.0 0.0 -0.76
C -7.277301 3.135690 0.542490 0.0 0.0 0.0 -0.89
C -6.144771 2.388461 0.675656 0.0 0.0 0.0 -0.70
C -5.084747 2.832760 1.510762 0.0 0.0 0.0 0.79
C -3.881663 2.088310 1.675162 0.0 0.0 -0.1 -0.38
C -3.697362 0.870111 0.832121 -0.1 -0.1 0.1 -0.88
C -4.096002 -0.419662 1.297190 0.0 0.0 0.0 0.67
C -4.652794 -0.606903 2.585336 0.0 0.0 0.0 -1.04
C -5.090963 -1.841039 2.974874 0.0 0.0 0.0 -0.78
C -4.986364 -2.948670 2.107181 0.0 0.0 0.0 -0.85
C -4.429470 -2.803511 0.868241 0.0 0.0 0.0 -0.81
C -3.974100 -1.537626 0.432958 0.0 0.0 0.0 0.70
C -3.450929 -1.353172 -0.874181 -0.1 0.0 0.0 -0.55
C -3.118009 -0.107905 -1.321198 0.1 0.1 0.0 -0.53
C -3.243459 1.008217 -0.452578 -0.1 0.0 -0.1 0.02
S -2.721203 2.629658 -1.021158 -0.2 0.1 -0.1 0.78
O -1.609884 2.274188 -2.008697 0.1 -0.1 0.0 -0.75
C -4.145588 3.185890 -1.906166 0.0 0.0 0.1 0.52
C -4.590606 4.448687 -1.538442 0.0 0.0 0.0 -0.16
C -5.731606 4.968240 -2.128363 0.0 0.0 0.0 -0.96
C -6.430465 4.242043 -3.086494 0.0 0.0 0.0 0.94
C -7.652777 4.812401 -3.741523 0.0 0.0 0.0 -1.64
C -5.958911 2.974810 -3.444397 0.0 0.0 0.0 -1.02
C -4.826864 2.440159 -2.863197 0.0 0.0 0.0 -0.26
H 2.028421 3.858033 7.694465 0.0 0.0 0.0 0.40
H 1.045187 5.274676 7.352071 0.0 0.0 0.0 0.29
H 2.550639 5.023289 6.471800 0.0 0.0 0.0 0.39
H -0.067525 2.487090 7.265609 0.0 0.0 0.0 0.44
H -1.344807 1.244820 5.560751 0.0 0.0 0.0 0.53
H 0.474833 3.610527 2.481608 0.0 0.0 0.0 0.44
H 1.764429 4.834106 4.196832 0.0 0.0 0.0 0.38
H -2.284902 4.106370 3.904765 0.1 0.0 0.0 0.48
H -4.312673 5.428367 3.592652 0.0 0.0 0.0 0.44
H -6.519007 5.750920 2.572082 0.0 0.0 0.0 0.50
H -8.317283 4.946951 1.105385 0.0 0.0 0.0 0.45
H -8.082404 2.783056 -0.088288 0.0 0.0 0.0 0.53
H -6.056659 1.448935 0.145596 0.0 0.0 0.0 0.51
H -4.754082 0.243035 3.247958 0.0 0.0 0.0 0.71
H -5.536245 -1.971411 3.952021 0.0 0.0 0.0 0.51
H -5.352994 -3.914516 2.427604 0.0 0.0 0.0 0.41
H -4.347744 -3.649985 0.197768 0.0 0.0 0.0 0.51
H -3.381083 -2.208129 -1.537052 0.0 0.0 0.0 0.64
H -2.784859 0.045286 -2.341921 0.0 0.0 0.0 1.04
H -4.057066 5.013896 -0.783410 0.0 0.0 0.0 0.44
H -6.084852 5.949124 -1.837417 0.0 0.0 0.0 0.41
H -8.161425 5.516584 -3.085353 0.0 0.0 0.0 0.39
H -8.353894 4.029459 -4.026154 0.0 0.0 0.0 0.41
H -7.373920 5.350379 -4.649796 0.0 0.0 0.0 0.35
H -6.495329 2.400258 -4.188884 0.0 0.0 0.0 0.42
H -4.492005 1.454441 -3.154874 0.0 0.0 0.0 0.36
N 1.370364 -1.991387 -1.281815 -0.1 0.2 0.0 -0.12
C 1.919318 -2.295788 -2.622000 0.0 -0.1 0.0 -0.74
C 0.821401 -2.674341 -3.602423 0.0 0.0 0.0 -1.23
C -0.125274 -1.543527 -3.996435 0.0 0.0 0.1 1.08
C 0.590571 -0.337806 -4.609188 0.0 0.0 -0.1 -1.01
N 0.734363 0.788030 -3.650779 0.0 0.0 0.1 -0.36
H 2.134659 -1.965647 -0.613278 0.0 0.0 0.0 0.19
H 0.797764 -2.776844 -0.982538 0.0 0.0 0.1 0.01
H 2.641267 -3.114004 -2.568658 0.0 0.0 0.0 0.43
H 2.462782 -1.415948 -2.973184 0.0 0.0 0.0 0.45
H 0.250074 -3.514709 -3.195392 0.0 0.0 0.0 0.49
H 1.299317 -3.050118 -4.509807 0.0 0.0 0.0 0.36
H -0.714234 -1.212256 -3.129508 0.0 0.0 0.0 -0.98
H -0.856389 -1.940550 -4.701724 0.0 0.0 0.0 0.42
H 0.068936 -0.002419 -5.506653 0.0 0.0 0.0 0.35
H 1.590585 -0.634278 -4.928249 0.0 0.0 0.0 0.48
H -0.052139 1.416575 -3.787518 -0.1 0.1 0.0 0.21
H 1.546098 1.339680 -3.911938 0.0 0.0 0.0 0.20
```
Forces are in eV/Å.

Properties
* HOMO level: -0.4754 hartree
* total charge: +2
* 2S+1: 1

=====

It is found that the ΔE to the lowest compared entry with this formula, charge and spin values, taken in the order of the records, are 0.000; 0.000 eV.
It is found that the max |F| values, taken in the order of the records, are 0.77; 0.58 eV Å⁻¹.